Record 1
A cluster of 2 separate species, C5H13N2O2 in total in a non-equilibrium geometry. Source: the Open Molecules 2025 dataset; level of theory: wB97M-V/def2-TZVPD.

Charge ... -2
Relative energy (zero: lowest compared OMol25 entry of this formula, charge and spin) ... 35.32 kcal per mole
Spin multiplicity ... 2
Electronic energy ... -12465.1598 eV
Gap between HOMO and LUMO (alpha / beta) ... 2.5754 / 6.6219 eV

Last column: Mulliken charge in e.
Geometry (Å):
1 C -2.04 1.47 -1.17  -0.774
2 O -2.49 0.56 -1.96  -0.840
3 C -0.74 0.79 -0.37  -0.047
4 C 0.25 1.55 0.58  -0.444
5 C 0.60 0.57 1.62  -0.135
6 C 1.47 -0.43 1.49  -2.365
7 N 1.73 -1.39 2.59  -1.278
8 N 0.07 -0.01 -1.28  -0.412
9 H -2.76 1.98 -0.48  0.231
10 H -1.51 2.33 -1.62  0.239
11 H -1.40 0.01 0.17  0.166
12 H -0.28 2.48 1.08  0.196
13 H 1.03 1.92 -0.14  0.296
14 H 0.25 0.85 2.59  0.375
15 H 2.18 -0.52 0.59  0.272
16 H 2.61 -1.80 2.51  1.491
17 H 1.05 -2.21 2.55  0.682
18 H 0.72 0.60 -1.71  0.155
19 H -0.55 -0.34 -2.07  0.339
20 H -0.77 -3.01 -1.95  0.349
21 H 0.40 -2.24 -1.40  0.370
22 O 0.19 -3.17 -1.62  -0.868


Record 2
A structure of composition C12H14BF4IN2Pt in a non-equilibrium geometry. Source: the Open Molecules 2025 dataset; level of theory: wB97M-V/def2-TZVPD.

Charge ... 0
Relative energy (zero: lowest compared OMol25 entry of this formula, charge and spin) ... 32.66 kcal per mole
Spin multiplicity ... 3
Electronic energy ... -38546.9983 eV
Gap between HOMO and LUMO (alpha / beta) ... 6.3469 / 5.7752 eV

Last column: Mulliken charge in e.
Geometry (Å):
1 C -2.68 -0.49 0.34  -1.112
2 C -0.75 2.24 1.31  -1.329
3 H -3.02 -0.24 -0.66  0.533
4 H -3.64 -0.42 0.91  0.300
5 H -2.45 -1.56 0.38  0.343
6 H 0.11 2.94 1.23  0.380
7 H -1.64 2.79 0.94  0.453
8 H -0.92 2.01 2.38  0.438
9 C -0.79 -2.28 -1.29  0.112
10 C -0.33 -3.28 -2.15  -0.795
11 C 1.01 -3.33 -2.49  -0.523
12 C 1.84 -2.38 -1.95  -0.669
13 H -1.82 -2.20 -1.05  0.413
14 H -1.06 -3.98 -2.54  0.392
15 H 1.38 -4.09 -3.18  0.424
16 H 2.90 -2.35 -2.20  0.259
17 N 0.02 -1.34 -0.76  -0.035
18 C 1.35 -1.40 -1.07  0.678
19 C 2.15 -0.36 -0.48  0.744
20 N 1.46 0.55 0.26  -0.095
21 C 2.15 1.56 0.83  0.083
22 C 4.23 0.82 -0.09  -0.498
23 C 3.52 1.73 0.66  -0.800
24 H 1.57 2.24 1.41  0.415
25 H 3.97 2.60 1.14  0.391
26 C 3.54 -0.23 -0.66  -0.664
27 H 4.04 -0.97 -1.27  0.302
28 H 5.31 0.93 -0.22  0.425
29 Pt -0.66 0.41 0.28  0.656
30 I -1.01 1.74 -2.03  -0.245
31 F -2.82 1.00 1.96  -0.279
32 B -4.00 1.69 2.42  0.452
33 F -4.93 1.78 1.35  -0.393
34 F -4.49 0.89 3.47  -0.349
35 F -3.53 2.96 2.84  -0.406


Record 3
A structure of composition C24H19N2O7Se3Y in a non-equilibrium geometry. Source: the Open Molecules 2025 dataset; level of theory: wB97M-V/def2-TZVPD.

Charge ... 0
Electronic energy ... -239591.4611 eV
Gap between HOMO and LUMO ... 5.9621 eV

Last column: Mulliken charge in e.
Geometry (Å):
1 Y 1.07 -0.79 1.18  1.418
2 Se 0.83 -3.53 2.74  -0.150
3 Se -0.59 -1.95 4.26  0.105
4 C 0.72 -0.60 4.53  0.319
5 C 1.15 -0.29 5.81  -0.643
6 C 2.18 0.63 6.01  -0.159
7 C 2.77 1.24 4.91  -0.913
8 C 2.37 0.83 3.65  -0.171
9 N 1.29 0.01 3.47  -0.022
10 C -0.82 -3.58 1.79  0.165
11 C -1.88 -4.49 2.01  -0.638
12 C -2.85 -4.51 1.02  -0.393
13 C -2.92 -3.42 0.10  -0.669
14 C -1.88 -2.56 0.07  -0.193
15 N -0.85 -2.56 0.91  0.113
16 H 0.68 -0.84 6.64  0.347
17 H 2.47 0.86 7.05  0.373
18 H 3.61 1.92 5.00  0.412
19 H 2.89 1.12 2.72  0.585
20 H -1.88 -5.04 2.95  0.385
21 H -3.53 -5.33 0.96  0.431
22 H -3.71 -3.36 -0.62  0.471
23 H -1.90 -1.68 -0.57  0.369
24 O 0.29 -0.27 -0.96  -0.155
25 C -0.46 0.95 -1.27  4.197
26 C -0.86 1.59 0.09  -0.341
27 O -1.24 2.77 0.06  -0.690
28 O -0.72 0.78 1.08  -0.668
29 C -1.65 0.60 -2.13  -0.786
30 C -2.99 0.71 -1.72  -0.084
31 C -3.99 0.57 -2.70  -0.780
32 C -3.69 0.57 -4.03  -0.565
33 C -2.38 0.39 -4.45  -0.775
34 C -1.37 0.29 -3.51  -0.505
35 C 0.46 1.88 -2.01  -1.112
36 C 0.01 2.79 -2.99  -0.446
37 C 0.95 3.54 -3.71  -0.865
38 C 2.31 3.50 -3.39  -0.483
39 C 2.74 2.65 -2.37  -0.978
40 C 1.81 1.92 -1.65  -0.500
41 H 0.92 -0.60 -1.65  0.359
42 H -3.32 1.03 -0.74  0.488
43 H -5.03 0.56 -2.33  0.377
44 H -4.47 0.72 -4.76  0.437
45 H -2.13 0.27 -5.52  0.377
46 H -0.37 0.11 -3.87  0.422
47 H -1.04 2.89 -3.16  0.629
48 H 0.63 4.10 -4.56  0.431
49 H 3.02 4.09 -3.96  0.390
50 H 3.80 2.49 -2.13  0.413
51 H 2.19 1.36 -0.81  0.897
52 O 2.41 -1.85 -0.28  -0.653
53 Se 3.60 -0.91 0.53  1.065
54 O 4.98 -0.66 -0.41  -0.697
55 O 2.75 0.54 0.70  -0.394
56 O 3.61 -1.46 2.03  -0.549